1.
The following is a quantum chemistry calculation of a cluster of 8 separate species, C45H38NO30PSi in total, from OMol25.

The spin multiplicity is 1. As for the structure (SMILES): O=C1C=C(O)C(=O)C=C1O.O=C1C=C(O)C(=O)C=C1O.O=C1C=C(O)C(=O)C=C1O.O=C1C=C(O)C(=O)C=C1O.O=C1C=C(O)C(=O)C=C1O.O=C1C=C(O)C(=O)C=C1O.O=C1C=C(O)C(=O)C=C1O.CCP(C)[SiH2]ON=O. The value obtained for the lowest unoccupied orbital energy is -1.82 eV. The calculation puts the HOMO energy at -8.165 eV.

```
116
Properties=species:S:1:pos:R:3:forces:R:3:mulliken_charge:R:1
O 2.887382 -0.093294 -7.038479 0.39 0.13 0.76 -0.6625
C 2.916377 0.223902 -5.854605 -0.91 -0.25 -0.68 1.1585
C 1.694151 0.350282 -5.045413 0.27 -0.12 -0.42 -0.7710
C 1.759407 0.713862 -3.763151 -2.00 0.04 0.67 0.3320
O 0.614890 0.831927 -2.996122 2.20 0.00 -0.78 -0.5219
C 3.063572 1.006861 -3.107836 0.74 0.11 0.30 0.7054
O 3.090166 1.356743 -1.932662 -0.07 -0.83 -1.33 -0.4834
C 4.287562 0.857205 -3.909914 -0.27 0.11 0.51 -0.9941
C 4.222775 0.490268 -5.191273 2.04 -0.01 -0.75 0.1434
O 5.369131 0.344975 -5.950797 -2.31 0.19 0.70 -0.4895
H 0.752722 0.136489 -5.535048 0.07 0.05 -0.01 0.5610
H 0.924751 1.107814 -2.105969 -0.37 -0.15 -0.09 0.4736
H 5.230230 1.056102 -3.415811 -0.06 0.00 -0.03 0.4378
H 5.058795 0.074980 -6.842466 0.32 -0.01 0.31 0.3469
O -1.225514 -0.516861 11.198064 0.17 0.48 -0.75 -0.6048
C -0.596529 -0.027805 10.266285 0.13 -0.60 0.87 0.8824
C 0.860968 -0.181052 10.136606 -0.32 -0.05 0.16 -0.9882
C 1.517920 0.378318 9.118684 1.81 -0.51 0.28 0.2704
O 2.887292 0.235993 8.989230 -1.80 0.63 -0.49 -0.5878
C 0.805374 1.176692 8.083788 -0.18 0.53 -0.80 0.9786
O 1.438959 1.694119 7.170007 -0.07 -0.53 0.98 -0.5715
C -0.654993 1.309899 8.199845 0.31 0.13 -0.22 -0.4018
C -1.312599 0.747689 9.215814 -1.53 0.52 -0.37 0.0299
O -2.685541 0.866369 9.330123 1.70 -0.60 0.48 -0.4864
H 1.366630 -0.762078 10.897166 -0.03 0.04 -0.04 0.4271
H 3.125364 0.732100 8.175781 -0.10 -0.20 0.34 0.3369
H -1.162623 1.878122 7.430589 -0.03 -0.04 0.04 0.5218
H -2.922722 0.375372 10.146790 -0.07 -0.04 -0.22 0.1945
O -4.034276 -4.371448 -7.233837 0.35 0.85 -0.06 -0.6386
C -3.181948 -3.495409 -7.329248 0.00 -1.12 -0.04 0.9548
C -1.756109 -3.804491 -7.519114 -0.38 -0.08 0.07 -0.8220
C -0.851365 -2.827185 -7.602515 1.64 -0.93 -0.24 0.3576
O 0.489946 -3.110493 -7.783673 -1.62 1.15 0.24 -0.6005
C -1.247968 -1.395721 -7.503781 0.00 1.04 0.00 0.9845
O -0.391274 -0.520268 -7.565570 -0.42 -0.81 0.02 -0.6217
C -2.676343 -1.085569 -7.338162 0.38 0.12 -0.06 -0.9271
C -3.581684 -2.062649 -7.258209 -1.70 0.91 0.20 0.3294
O -4.926348 -1.778793 -7.105149 1.64 -1.15 -0.21 -0.5893
H -1.481478 -4.849339 -7.587006 -0.03 0.06 0.00 0.4252
H 0.939504 -2.237768 -7.811037 -0.08 -0.27 0.01 0.2990
H -2.952727 -0.040013 -7.285755 0.02 -0.06 0.01 0.4936
H -5.375055 -2.651619 -7.071744 0.17 0.34 0.00 0.3529
O -6.668600 -1.636343 4.431501 0.67 0.41 0.50 -0.6117
C -5.884852 -0.778522 4.822520 -0.82 -0.11 -0.73 0.7644
C -5.860533 0.579360 4.256691 -0.13 -0.36 0.03 -0.8370
C -4.983115 1.484891 4.693494 -0.39 1.58 -1.03 0.2525
O -4.956575 2.763711 4.168031 0.57 -1.50 1.19 -0.5890
C -3.999280 1.156117 5.761254 0.75 -0.02 0.73 1.0543
O -3.192946 2.003880 6.129064 -0.63 -0.31 -0.47 -0.6197
C -4.039267 -0.193924 6.344067 0.20 0.36 -0.04 -0.6782
C -4.918922 -1.098549 5.909808 0.34 -1.55 1.05 0.2922
O -4.964221 -2.368691 6.454610 -0.52 1.50 -1.22 -0.5736
H -6.579772 0.804112 3.479568 0.05 -0.02 0.04 0.4189
H -4.235026 3.227377 4.646448 -0.28 -0.19 -0.22 0.3488
H -3.330052 -0.413786 7.132099 -0.07 0.04 -0.04 0.3914
H -5.681689 -2.834104 5.972004 0.29 0.19 0.19 0.3448
O -4.303567 3.388969 15.869812 -0.17 -0.74 -0.55 -0.6058
C -4.393787 2.704960 14.856399 0.36 1.04 0.28 0.9459
C -4.005725 3.210884 13.530485 -0.06 0.02 0.42 -0.7066
C -4.132176 2.445833 12.444506 0.66 1.16 -1.47 0.2888
O -3.766829 2.914038 11.195706 -0.77 -1.31 1.49 -0.5674
C -4.670710 1.060795 12.532724 -0.31 -0.91 -0.06 1.0184
O -4.792482 0.388203 11.514416 0.30 0.58 0.40 -0.6231
C -5.036153 0.546151 13.861435 0.00 -0.06 -0.47 -1.0134
C -4.906526 1.309849 14.948028 -0.60 -1.12 1.47 0.3920
O -5.245495 0.832106 16.200619 0.66 1.33 -1.38 -0.5657
H -3.617855 4.220240 13.480530 -0.03 -0.06 0.00 0.4334
H -3.954373 2.176148 10.575346 0.14 0.44 0.08 0.2711
H -5.409595 -0.468822 13.913304 0.03 0.07 -0.01 0.4154
H -5.063618 1.572055 16.820033 -0.08 -0.29 -0.25 0.3483
O -0.617070 -1.667085 -12.592142 -0.87 -0.13 0.32 -0.6271
C -1.799957 -1.431314 -12.372590 0.86 0.48 -0.54 0.9210
C -2.464182 -0.216805 -12.870959 0.31 -0.24 0.05 -0.9083
C -3.749508 0.017957 -12.599914 -0.36 1.66 -0.86 0.4024
O -4.380724 1.156021 -13.067435 0.16 -1.74 0.98 -0.5653
C -4.554194 -0.933050 -11.784929 -0.92 -0.41 0.54 0.8772
O -5.728538 -0.680915 -11.536932 0.90 0.06 -0.35 -0.6239
C -3.896969 -2.159171 -11.306847 -0.28 0.22 0.01 -0.7997
C -2.612554 -2.395809 -11.580712 0.34 -1.66 0.82 0.2881
O -1.988695 -3.547338 -11.136976 -0.15 1.74 -0.88 -0.5489
H -1.866809 0.467027 -13.460245 -0.03 -0.04 0.04 0.4153
H -5.303788 1.096576 -12.737406 0.37 0.03 -0.12 0.3508
H -4.498753 -2.850538 -10.730489 0.02 0.03 -0.03 0.4774
H -1.064138 -3.484901 -11.461899 -0.34 -0.02 0.13 0.3463
O 6.753161 -1.328262 -7.554947 0.69 -0.71 -0.32 -0.5909
C 7.809570 -1.923453 -7.373946 -0.46 0.79 0.49 0.8192
C 8.744140 -1.555126 -6.298998 -0.38 0.08 -0.21 -0.8996
C 9.894079 -2.213042 -6.139533 0.83 0.85 1.51 0.4596
O 10.775749 -1.873893 -5.129665 -0.69 -1.02 -1.59 -0.5644
C 10.273976 -3.335809 -7.040202 0.62 -0.87 -0.44 0.8456
O 11.346092 -3.909504 -6.880202 -0.74 0.61 0.13 -0.6080
C 9.328871 -3.720037 -8.099932 0.32 -0.04 0.18 -0.8170
C 8.177275 -3.064480 -8.257396 -0.85 -0.88 -1.46 0.3077
O 7.282742 -3.421588 -9.249568 0.69 1.06 1.55 -0.5797
H 8.456434 -0.735604 -5.652974 -0.01 -0.03 -0.05 0.4806
H 11.531555 -2.493838 -5.224146 -0.30 0.25 0.03 0.3468
H 9.609750 -4.549756 -8.736321 -0.01 0.06 0.04 0.4176
H 6.529815 -2.797773 -9.158825 0.30 -0.26 -0.05 0.3507
C 0.652217 2.472930 4.319179 0.36 0.37 -0.75 -0.8075
C 2.134540 2.884797 3.711130 -0.86 1.84 0.38 -0.5394
P 2.677435 1.718192 2.300192 0.57 -0.85 1.23 0.1549
C 4.601841 1.629046 2.276430 0.55 0.16 0.45 -0.8836
Si 2.146620 2.611852 0.352500 0.55 0.96 0.09 0.4545
O 0.873551 1.607067 -0.333757 1.53 0.43 0.33 -0.3751
N 0.004055 1.424812 0.688375 -3.24 3.53 0.99 0.2482
O -0.530556 2.505440 0.996619 1.63 -3.87 -0.62 -0.2846
H 0.521983 1.312387 4.229020 0.22 2.19 0.54 0.3028
H 0.628199 2.875084 5.422747 -0.27 -1.04 -2.40 0.1969
H -0.192413 2.962123 3.653419 1.72 -0.96 1.46 0.2676
H 2.040234 3.973465 3.245090 0.28 -2.09 1.23 0.2989
H 2.881110 2.951386 4.614350 -1.17 -0.40 -1.99 0.3113
H 4.969147 2.427260 3.072059 -0.44 -1.84 -1.71 0.2582
H 5.050876 1.875143 1.219039 -0.85 -0.53 2.15 0.2905
H 4.868352 0.513795 2.602505 -0.33 2.66 -0.71 0.2664
H 3.356909 2.704190 -0.458595 -0.13 0.08 0.16 -0.1673
H 1.635541 3.971377 0.506890 -0.31 0.22 -0.04 -0.1907
```
Positions in Å, forces in eV/Å.


2.
The following is a quantum chemistry calculation of a cluster of 2 separate species, C26H24F3N3O4S in total, from OMol25.

The spin multiplicity is 1. The value obtained for the lowest unoccupied orbital energy is -1.28 eV. The calculation puts the HOMO energy at -7.422 eV.

```
61
Properties=species:S:1:pos:R:3:forces:R:3:mulliken_charge:R:1
F -1.088228 -0.543871 5.127270 0.77 -0.03 -0.72 -0.2307
C -0.150014 -0.462467 4.163550 -0.15 0.45 0.20 0.5845
F -0.250218 0.773798 3.590412 0.23 -1.05 0.47 -0.1471
F 1.071881 -0.585611 4.713645 -0.79 0.24 -0.30 -0.2449
S -0.407801 -1.847043 2.903535 -0.05 0.27 -0.72 0.9858
C 0.479018 -1.254910 1.496403 -0.31 1.21 0.50 -1.2829
C 1.104750 -2.283116 0.687779 0.13 -0.56 -0.74 0.5639
C 2.428982 -2.155314 0.174728 -0.60 -0.10 0.37 -0.3686
C 2.980212 -3.136012 -0.634885 -0.40 -0.35 -0.40 -0.5232
C 2.198093 -4.246063 -1.032876 -0.93 1.55 1.16 -0.0953
N 2.734524 -5.129564 -2.012763 1.45 -1.79 -1.93 0.9454
O 2.035407 -6.064060 -2.466598 1.08 1.82 1.02 -0.6002
O 3.915440 -4.918620 -2.394883 -2.26 -0.49 0.66 -0.6056
C 0.868194 -4.381866 -0.559694 0.86 -0.08 -0.37 -0.7424
C 0.349452 -3.428048 0.303698 0.31 0.23 -0.08 -0.1558
O 0.204557 -3.011306 3.485118 -0.21 0.25 0.05 -0.7039
O -1.825454 -1.854179 2.611979 0.62 -0.31 0.41 -0.5631
H 1.059419 -0.366713 1.759396 0.13 -0.41 0.04 0.8460
H 3.021026 -1.279504 0.451676 -0.17 -0.31 -0.08 0.4156
H 3.996662 -3.053486 -1.023070 -0.39 0.02 0.18 0.4751
H 0.275602 -5.230179 -0.904022 0.17 0.27 0.16 0.4604
H -0.677480 -3.539515 0.662799 0.34 0.03 -0.09 0.4100
C 2.710696 0.213710 -5.242553 -0.03 0.00 -0.09 -0.9917
N 1.985233 1.170032 -4.436886 0.00 0.20 -0.51 0.1101
C 2.195663 2.568067 -4.766237 0.11 -0.10 0.36 -1.1700
C 1.370958 0.802328 -3.258260 -0.32 0.17 0.50 0.4667
C 1.530427 1.605262 -2.101063 -0.18 -0.56 -0.06 -0.9018
C 0.863901 1.265169 -0.928997 -0.35 0.10 -0.37 -0.4630
C -0.135059 0.272789 -0.933880 0.52 -0.31 -0.24 0.8923
C -1.001080 0.061779 0.222357 0.43 -1.36 -0.31 -0.8805
C -1.594982 1.146349 0.893545 -0.53 1.27 0.76 0.8740
C -2.700717 1.066972 1.863061 0.72 0.90 -0.39 0.5325
C -3.598447 0.083314 2.221203 -0.79 -0.17 0.54 -0.0887
C -4.460452 0.319541 3.302505 0.00 -0.32 -0.66 -0.7350
C -4.507332 1.565791 3.934118 0.45 0.44 0.12 -0.7624
C -3.658436 2.603679 3.527916 -0.24 -0.24 0.10 -0.7995
C -2.794488 2.333807 2.473245 0.30 -0.18 0.15 -0.2611
N -1.861585 3.180381 1.870900 0.01 -0.05 -0.57 0.1550
C -1.609222 4.562447 2.255140 0.15 0.14 -0.20 -0.9984
C -1.209259 2.509999 0.880502 -0.31 -0.83 0.71 -0.9845
C -0.269499 -0.543958 -2.085083 0.40 0.28 0.49 -0.6062
C 0.520654 -0.333887 -3.203278 0.12 0.37 0.11 -0.7325
H 2.489273 -0.804925 -4.910418 0.10 0.22 -0.12 0.3172
H 2.432821 0.321057 -6.298289 0.04 -0.13 0.10 0.2991
H 3.798632 0.379480 -5.165798 -0.18 -0.09 0.02 0.2968
H 1.433710 3.186386 -4.274927 0.16 -0.18 -0.16 0.3852
H 3.186809 2.934700 -4.454015 -0.08 -0.01 -0.07 0.3506
H 2.109765 2.707695 -5.851177 0.01 -0.08 0.18 0.3404
H 2.196355 2.470058 -2.120425 -0.05 -0.41 0.01 0.4376
H 1.102996 1.793703 -0.001611 -0.12 -0.18 -0.37 0.8422
H -1.536397 -0.883932 0.279086 -0.18 0.32 -0.37 0.6140
H -3.650866 -0.832617 1.646147 0.07 -0.02 0.36 0.3907
H -5.115278 -0.489921 3.641776 0.16 0.41 -0.20 0.3952
H -5.208804 1.730415 4.753926 0.27 -0.05 -0.21 0.3792
H -3.628638 3.575814 4.020581 -0.31 -0.31 -0.08 0.2427
H -2.162822 4.788760 3.171077 0.21 -0.05 -0.26 0.3149
H -0.534682 4.695787 2.436556 -0.30 -0.01 0.07 0.3453
H -1.910650 5.275283 1.471871 -0.04 -0.32 0.21 0.3181
H -0.518814 3.023682 0.215391 -0.20 -0.13 0.41 0.7790
H -1.018202 -1.334864 -2.078800 0.21 0.10 -0.02 0.4027
H 0.433796 -0.992485 -4.072401 -0.05 0.34 0.30 0.4712
```
Positions in Å, forces in eV/Å.